Entry 1:
The following is a quantum chemistry calculation of a cluster of 6 separate species, C5H20FN10O5 in total in a non-equilibrium geometry, from the Open Molecules 2025 dataset.

Structure (XYZ):
```
41
Properties=species:S:1:pos:R:3:forces:R:3
F -21.675 5.912 -3.119 -0.5 -0.4 0.6
C -18.318 9.596 -0.922 3.0 0.2 -2.4
O -17.658 9.179 -1.855 0.7 -0.8 -0.3
N -19.533 9.297 -0.695 -5.4 -1.0 1.8
N -17.795 10.511 -0.101 2.2 1.8 1.5
H -19.927 9.789 0.094 -0.4 -0.6 -0.1
H -19.973 8.434 -0.978 0.2 0.3 -0.5
H -16.787 10.465 -0.146 -0.2 0.6 0.1
H -18.218 11.029 0.656 -0.1 -0.5 -0.2
C -26.037 4.468 -4.765 1.3 0.8 0.3
O -26.891 4.159 -5.509 -4.1 -2.0 -2.3
N -26.195 4.785 -3.479 -0.4 0.7 2.5
N -24.803 4.618 -5.197 2.9 0.5 -0.4
H -26.953 4.369 -2.958 0.2 0.3 -0.2
H -25.381 5.129 -2.990 -0.3 -0.4 0.3
H -24.578 4.298 -6.128 0.0 0.5 0.3
H -24.166 5.156 -4.627 0.7 -0.4 -0.4
C -24.169 10.304 -3.906 0.2 0.2 0.7
O -23.104 10.166 -4.387 3.4 -0.4 -1.7
N -24.625 11.422 -3.371 -1.9 2.7 1.2
N -25.036 9.320 -3.753 -1.1 -2.1 -0.5
H -25.632 11.380 -3.437 0.1 1.3 0.4
H -24.125 12.299 -3.395 -0.2 -0.4 -0.4
H -24.610 8.474 -4.104 -0.9 -0.5 0.4
H -25.897 9.458 -3.243 0.4 -0.9 -0.2
C -21.550 1.503 -1.652 0.4 -6.2 2.3
O -21.395 0.406 -1.082 -0.1 0.5 0.0
N -20.655 2.053 -2.382 4.7 2.6 -3.2
N -22.651 2.151 -1.730 -4.2 3.3 0.0
H -20.887 2.919 -2.848 0.4 0.0 -0.2
H -19.804 1.612 -2.700 -0.4 -0.1 0.6
H -23.553 1.916 -1.340 0.7 0.0 0.2
H -22.448 3.078 -2.075 -1.5 0.4 0.1
C -22.798 6.220 1.163 -3.1 -0.2 5.5
O -23.380 6.350 2.307 1.4 -0.1 -2.7
N -21.628 5.650 1.023 2.3 -0.5 -0.4
N -23.385 6.513 0.031 -1.3 1.1 -1.7
H -21.233 5.809 0.107 0.8 -0.8 0.3
H -21.169 5.210 1.808 0.0 0.4 -0.4
H -22.839 6.449 -0.816 -0.5 0.1 -0.7
H -24.274 6.987 0.107 0.4 0.0 -0.4
```
Forces are in eV/Å.

As for the energy above the lowest of the compared OMol25 structures with the same formula, charge and spin: 117.2 kcal/mol. For the HOMO energy, the calculation gives -0.2059 Ha. The net charge is -1. The HOMO-LUMO gap comes out at 8.02 eV.

Atom charges from the Löwdin analysis, given in e for atoms 1 to 6: F -0.830; C -0.798; O 0.032; N 0.187; N 0.133; H 0.110



Entry 2:
The following is a quantum chemistry calculation of a cluster of 5 separate species, C5H20N2O5 in total in a non-equilibrium geometry, from the Open Molecules 2025 dataset.

Structure (XYZ):
```
32
Properties=species:S:1:pos:R:3:forces:R:3
N -0.376 1.295 -0.036 -1.2 0.4 0.2
C -0.097 -0.110 -0.229 -0.5 0.6 -1.4
C -0.021 -0.568 -1.728 -2.8 0.0 -0.1
C -0.162 -2.084 -1.746 2.0 -0.7 -2.1
C 1.071 -0.028 -2.604 1.3 1.8 -1.6
C 1.177 -0.386 0.587 -0.2 1.6 1.4
N 1.108 0.219 1.830 -0.4 0.0 0.6
O 2.223 -0.885 0.247 -0.8 -0.6 -0.6
H 0.363 1.983 -0.020 -0.2 -0.3 -0.4
H -1.302 1.620 -0.347 1.1 0.0 0.2
H -1.015 -0.617 0.170 1.1 -0.1 0.1
H -1.003 -0.236 -2.271 1.3 0.0 1.3
H -1.141 -2.522 -1.530 0.3 0.3 0.5
H 0.706 -2.534 -1.220 -0.8 0.0 0.2
H 0.061 -2.359 -2.815 -0.4 -0.1 0.8
H 2.040 -0.534 -2.464 -0.4 0.1 -0.1
H 0.835 0.001 -3.736 0.1 -0.7 1.8
H 1.273 1.081 -2.459 -0.3 -1.2 0.4
H 0.442 0.926 2.126 -0.1 -0.5 -0.8
H 1.865 0.111 2.476 0.5 -0.3 -0.2
H 3.963 -1.952 -1.062 -0.8 0.0 0.7
H 3.712 -2.361 0.491 -0.8 0.4 -0.5
O 4.328 -2.241 -0.224 2.2 -0.7 -0.3
H -3.528 1.367 -2.039 0.4 -0.1 0.0
H -3.010 0.248 -1.052 0.1 0.2 -0.4
O -3.763 0.788 -1.313 -0.5 -0.2 0.5
H -3.075 4.047 0.266 -0.3 -0.1 0.1
H -3.513 2.586 0.657 -0.2 0.3 -0.2
O -2.780 3.141 0.375 0.5 -0.1 0.0
H -2.276 0.409 3.948 0.0 -0.1 0.3
H -0.789 0.291 3.828 0.1 -0.2 0.2
O -1.509 0.069 4.430 -0.1 0.3 -0.5
```
Forces are in eV/Å.

As for the energy above the lowest of the compared OMol25 structures with the same formula, charge and spin: 43.8 kcal/mol. For the HOMO energy, the calculation gives -0.3403 Ha. Its structure (SMILES) is CC(C)[C@H](N)C(N)=O.O.O.O.O. The HOMO-LUMO gap comes out at 9.40 eV.

Atom charges from the Löwdin analysis, given in e for atoms 1 to 6: N 0.037; C -0.296; C -0.417; C -0.086; C -0.099; C -0.443



Entry 3:
The following is a quantum chemistry calculation of a cluster of 6 separate species, C5H20N2O6 in total in a non-equilibrium geometry, from the Open Molecules 2025 dataset.

Structure (XYZ):
```
33
Properties=species:S:1:pos:R:3:forces:R:3
O -3.565 0.836 -1.327 -0.5 -0.4 0.3
C -3.218 -0.150 -0.702 1.7 2.7 -2.5
C -1.700 -0.488 -0.770 -1.6 0.6 1.5
C -1.585 -2.001 -0.794 0.8 0.2 1.2
C -0.199 -2.619 -0.918 -1.3 2.2 -0.3
C 0.788 -1.842 -1.411 0.3 -3.1 1.0
N 1.993 -2.411 -1.819 -0.1 -0.1 0.3
N -1.271 0.236 0.468 1.0 -1.5 0.6
H -3.952 -0.602 -0.077 -0.3 -1.2 0.9
H -1.233 0.052 -1.587 -0.5 -0.4 -0.6
H -2.247 -2.280 -1.588 -0.2 -0.5 -1.0
H -2.115 -2.414 0.072 0.2 0.2 0.3
H -0.195 -3.651 -0.624 0.7 -0.4 -0.5
H 0.721 -0.785 -1.346 -0.1 0.8 -0.7
H 2.245 -3.311 -1.381 -0.1 1.1 -0.6
H 2.719 -1.773 -2.084 0.4 -0.2 0.4
H -0.670 1.054 0.300 -0.2 -0.9 -0.3
H -0.678 -0.437 0.998 -0.3 0.9 -0.2
H -0.706 3.555 -2.046 -0.7 -0.2 0.1
H -1.007 2.517 -0.844 -0.8 0.4 -0.7
O -0.355 3.014 -1.340 1.3 -0.2 0.6
H 2.292 2.472 0.424 -0.2 0.2 0.3
H 1.056 2.440 1.330 0.4 -0.1 0.0
O 2.003 2.228 1.322 -0.3 0.2 -0.5
H -0.750 2.570 2.511 -0.1 -0.1 -0.9
H -1.829 1.377 1.975 0.9 0.5 -0.5
O -1.464 1.960 2.666 -0.8 -0.3 1.6
H 0.827 -0.229 2.844 -0.1 -0.3 -0.1
H 1.633 0.004 1.603 -0.2 -0.4 -0.1
O 1.038 -0.655 1.998 0.3 0.5 0.5
H 3.137 0.839 0.853 0.3 -0.1 0.0
H 4.503 0.158 0.956 0.0 0.0 -0.1
O 3.786 0.337 0.339 0.0 0.0 0.0
```
Forces are in eV/Å.

As for the energy above the lowest of the compared OMol25 structures with the same formula, charge and spin: 83.9 kcal/mol. For the HOMO energy, the calculation gives -0.2896 Ha. Its structure (SMILES) is N/C=C/C[C@H](N)C=O.O.O.O.O.O. The HOMO-LUMO gap comes out at 8.02 eV.

Atom charges from the Löwdin analysis, given in e for atoms 1 to 6: O 0.025; C -0.200; C -0.344; C -0.188; C -0.094; C -0.203



Entry 4:
The following is a quantum chemistry calculation of a structure of composition C5H20NO6 in a non-equilibrium geometry, from the Open Molecules 2025 dataset.

Structure (XYZ):
```
32
Properties=species:S:1:pos:R:3:forces:R:3
C 0.601 -2.084 1.216 0.7 0.5 0.1
O 1.518 -1.261 0.547 0.1 0.5 -0.3
C -0.743 -1.400 1.574 1.5 -1.6 0.6
C -1.737 -1.362 0.413 -0.4 0.8 -0.5
C -1.672 -0.089 -0.451 -0.3 -1.3 1.6
C -2.683 0.782 -0.433 0.5 0.6 -0.5
N -0.523 -0.049 -1.225 0.7 0.6 -0.4
H 1.089 -2.509 2.129 -0.4 0.2 -0.1
H 0.429 -2.928 0.550 -0.4 -0.4 0.0
H -0.463 -0.485 2.098 -0.4 0.6 -0.7
H -1.107 -1.990 2.438 -0.5 -0.1 -0.5
H -1.628 -2.199 -0.319 0.2 0.2 0.9
H -2.730 -1.443 0.864 -0.1 0.2 -0.4
H -2.591 1.719 -0.971 -0.2 0.0 -0.1
H -3.546 0.638 0.188 -0.2 -0.1 0.1
H 0.316 -0.469 -0.805 -0.4 -0.1 0.2
H -0.284 0.882 -1.546 -0.1 0.0 -0.1
H 2.879 0.697 -1.467 0.3 -0.2 -0.6
H 2.901 -0.808 -1.334 -0.1 -0.2 0.1
O 3.278 -0.103 -1.875 -0.2 0.2 0.4
H 2.782 1.071 1.289 0.1 0.1 0.1
H 1.640 -0.110 0.854 -0.3 -0.8 -0.1
O 1.868 1.089 0.990 0.3 -0.2 0.3
H -2.806 -0.083 -2.999 0.2 -0.1 0.3
H -1.341 -0.625 -2.982 -0.4 0.3 0.2
O -2.085 -0.384 -3.565 0.1 -0.3 -0.8
H -0.496 2.355 2.481 0.3 -0.2 -0.2
H 0.966 1.751 2.264 -0.7 0.3 -0.1
O 0.343 2.168 2.921 0.2 0.0 0.3
H 2.064 1.890 -0.278 -0.6 0.8 -0.2
H 1.486 2.838 -1.493 -0.4 -0.1 0.2
O 2.274 2.500 -1.076 0.8 -0.3 0.0
```
Forces are in eV/Å.

Its multiplicity is 2. For the HOMO energy (alpha / beta), the calculation gives 0.1312 / -0.0855 Ha. The net charge is -2. The HOMO-LUMO gap (alpha / beta) comes out at 2.29 / 8.05 eV.

Atom charges from the Löwdin analysis, given in e for atoms 1 to 6: C -0.358; O -0.264; C -0.213; C -0.235; C -0.454; C -0.243



Entry 5:
The following is a quantum chemistry calculation of a cluster of 5 separate species, C5H20O5 in total, from the Open Molecules 2025 dataset.

Structure (XYZ):
```
30
Properties=species:S:1:pos:R:3:forces:R:3
C -11.152 7.692 -14.681 0.0 0.2 0.1
O -10.832 6.389 -15.141 0.1 -0.1 -0.2
H -11.415 8.373 -15.495 0.0 -0.1 0.0
H -12.022 7.597 -14.036 0.0 0.0 0.1
H -10.326 8.131 -14.115 0.0 0.0 0.0
H -10.225 6.458 -15.885 0.0 0.0 0.0
C -9.373 3.910 -13.171 0.0 0.2 0.0
O -9.707 3.806 -14.548 0.0 0.0 -0.1
H -10.261 3.946 -12.535 0.0 -0.1 0.0
H -8.781 3.037 -12.915 0.0 0.0 0.1
H -8.785 4.811 -12.976 0.0 -0.1 0.0
H -10.219 4.592 -14.782 0.0 0.1 0.1
C -9.761 2.385 -17.760 0.0 -0.1 -0.1
O -10.827 2.833 -16.945 0.1 0.0 0.1
H -9.730 2.994 -18.665 0.0 0.0 0.0
H -8.794 2.460 -17.257 0.0 0.1 0.0
H -9.908 1.340 -18.057 0.0 0.0 0.0
H -10.499 2.905 -16.038 -0.1 0.0 0.0
C -7.590 0.508 -11.867 0.0 -0.3 -0.2
O -7.056 0.678 -10.567 0.0 -0.1 0.0
H -8.684 0.495 -11.869 0.0 0.1 0.0
H -7.230 1.336 -12.471 -0.1 0.1 0.0
H -7.247 -0.415 -12.354 0.0 0.1 0.2
H -7.256 -0.104 -10.045 0.0 0.0 0.0
C -10.261 6.897 -11.296 0.1 -0.1 0.1
O -9.647 5.973 -10.409 0.0 0.1 0.0
H -9.541 7.624 -11.683 0.0 0.0 0.0
H -10.652 6.315 -12.126 0.0 0.0 0.0
H -11.089 7.432 -10.821 0.0 0.0 0.0
H -9.262 6.462 -9.678 0.0 0.0 0.0
```
Forces are in eV/Å.

As for the energy above the lowest of the compared OMol25 structures with the same formula, charge and spin: 39.8 kcal/mol. For the HOMO energy, the calculation gives -0.3554 Ha. Its structure (SMILES) is CO.CO.CO.CO.CO. The HOMO-LUMO gap comes out at 10.35 eV.

Atom charges from the Löwdin analysis, given in e for atoms 1 to 6: C -0.142; O -0.125; H 0.083; H 0.084; H 0.073; H 0.095



Entry 6:
The following is a quantum chemistry calculation of a cluster of 5 separate species, C5H20O5 in total in a non-equilibrium geometry, from the Open Molecules 2025 dataset.

Structure (XYZ):
```
30
Properties=species:S:1:pos:R:3:forces:R:3
C -1.151 -3.985 -2.184 -0.7 -1.8 -0.7
O -0.782 -3.968 -0.818 0.0 0.7 -0.1
H -0.784 -4.910 -2.654 0.4 0.2 -0.1
H -2.232 -4.109 -2.331 -0.1 0.6 0.2
H -0.814 -3.153 -2.792 0.3 0.4 0.6
H -1.341 -4.609 -0.374 0.1 0.0 0.1
C -1.645 2.925 3.025 0.3 0.2 0.0
O -2.232 2.773 4.319 0.2 -0.1 -0.4
H -2.099 2.218 2.326 0.0 0.2 -0.2
H -1.722 3.962 2.677 -0.3 -0.1 -0.1
H -0.573 2.727 3.033 -0.1 -0.2 0.4
H -3.170 2.653 4.151 0.0 0.1 0.3
C -0.808 -0.153 0.434 -0.4 -0.2 0.1
O -0.150 -0.196 1.700 0.1 0.1 -0.3
H -1.834 0.208 0.561 0.0 0.0 -0.1
H -0.296 0.530 -0.239 0.2 0.0 0.2
H -0.850 -1.150 -0.013 0.1 0.0 -0.1
H -0.672 -0.796 2.240 0.2 0.0 0.2
C 0.742 -0.660 -3.596 0.5 -1.2 0.2
O 1.374 0.584 -3.777 -0.6 0.4 -0.5
H 0.322 -0.784 -2.595 0.1 0.0 0.1
H -0.055 -0.908 -4.297 -0.1 1.0 -0.3
H 1.466 -1.460 -3.795 0.0 -0.1 0.4
H 2.134 0.631 -3.195 0.0 -0.1 0.1
C 3.164 1.997 1.198 -0.3 0.8 -0.3
O 2.067 2.309 2.071 0.6 -0.7 -0.4
H 3.531 0.980 1.332 0.0 0.0 0.0
H 2.857 2.160 0.158 0.0 -0.3 0.0
H 3.978 2.705 1.359 0.0 -0.1 0.3
H 1.573 1.479 2.078 -0.4 0.2 0.3
```
Forces are in eV/Å.

As for the energy above the lowest of the compared OMol25 structures with the same formula, charge and spin: 52.8 kcal/mol. For the HOMO energy, the calculation gives -0.3716 Ha. Its structure (SMILES) is CO.CO.CO.CO.CO. The HOMO-LUMO gap comes out at 10.60 eV.

Atom charges from the Löwdin analysis, given in e for atoms 1 to 6: C -0.166; O -0.116; H 0.077; H 0.078; H 0.060; H 0.075



Entry 7:
The following is a quantum chemistry calculation of a cluster of 5 separate species, C5H20O5S2 in total in a non-equilibrium geometry, from the Open Molecules 2025 dataset.

Structure (XYZ):
```
32
Properties=species:S:1:pos:R:3:forces:R:3
C 2.670 -1.096 0.167 3.2 2.2 2.8
C 2.624 0.446 0.215 -1.1 2.1 -0.4
O 3.649 0.913 1.072 0.1 2.4 1.6
C 1.438 -1.683 -0.248 -2.1 -3.3 -0.7
S 1.647 -1.810 -2.039 -2.5 0.8 -0.7
S 0.712 0.050 -2.318 0.1 0.1 0.0
C -1.093 -0.045 -2.687 -0.4 0.4 -3.2
C -2.052 -1.079 -2.124 -1.0 0.2 2.0
H 3.640 -1.386 -0.388 -1.8 0.1 0.8
H 2.777 -1.379 1.233 0.5 0.2 -0.2
H 2.800 1.001 -0.781 -0.7 -1.2 1.1
H 1.631 0.856 0.687 1.3 -1.2 -1.2
H 3.384 1.849 1.418 0.8 -2.7 -1.1
H 1.203 -2.678 0.201 1.2 -0.1 -0.6
H 0.481 -1.284 0.113 0.5 1.1 -0.7
H -1.045 -0.178 -3.838 -0.5 0.1 1.7
H -1.473 1.023 -2.572 0.7 -1.3 0.2
H -3.060 -1.161 -2.628 1.3 0.3 0.2
H -2.291 -0.912 -1.033 0.2 0.1 -1.3
H -1.627 -2.059 -2.034 0.4 -0.6 -0.7
H -0.470 0.630 3.253 0.7 -1.0 1.1
H -1.163 1.960 3.568 -0.6 1.4 2.1
O -0.917 1.375 2.908 0.1 -0.1 -3.2
H -2.197 0.759 1.480 -0.5 0.1 -0.4
H -2.322 0.422 0.065 3.5 2.7 -8.5
O -2.640 0.201 0.812 -3.4 -1.9 8.7
H -1.349 -0.542 2.166 0.8 2.0 -1.3
H -2.345 -1.571 2.107 2.0 0.3 1.6
O -1.513 -1.305 2.644 -2.5 -3.2 0.1
H -0.240 2.654 0.257 0.4 0.5 2.3
H -0.465 3.422 -1.026 -0.3 3.6 -1.2
O -0.392 2.608 -0.650 -0.3 -4.0 -1.0
```
Forces are in eV/Å.

As for the energy above the lowest of the compared OMol25 structures with the same formula, charge and spin: 66.5 kcal/mol. For the HOMO energy, the calculation gives -0.3061 Ha. Its structure (SMILES) is CCSSCCCO.O.O.O.O. The HOMO-LUMO gap comes out at 8.35 eV.

Atom charges from the Löwdin analysis, given in e for atoms 1 to 6: C -0.349; C -0.330; O -0.132; C -0.636; S 0.569; S 0.517



| no. | E_tot (a.u.) |
| --- | --- |
| 1 | -1226.3040 |
| 2 | -688.1925 |
| 3 | -763.3848 |
| 4 | -708.6307 |
| 5 | -578.6032 |
| 6 | -578.5826 |
| 7 | -1374.9565 |